A molecular structure, C11H17K3N2O5S. Source: the OMol25 dataset; level of theory: the ωB97M-V functional and the def2-TZVPD basis.

Values from the calculation:
total charge: +2
energy relative to the best compared isomer or geometry (same formula, charge and spin): 84.6 kJ/mol
E_HOMO: -12.0 eV

Atoms and positions in Å:
C1 -31.391 8.752 -22.462
K1 -29.818 4.440 -16.892
C2 -29.063 0.373 -22.635
H1 -31.063 6.895 -21.545
H2 -31.266 9.340 -21.568
N1 -31.297 7.389 -22.386
C3 -29.418 4.293 -20.678
C4 -31.858 7.852 -24.460
H3 -29.871 4.334 -21.673
H4 -30.709 5.600 -25.976
C5 -29.210 -0.980 -22.468
H5 -30.899 -2.177 -22.190
H6 -31.024 4.715 -27.576
H7 -29.244 5.337 -20.369
O1 -30.256 3.634 -25.967
H8 -32.312 -0.108 -22.120
C6 -31.248 -0.074 -22.278
H9 -30.591 1.964 -22.826
C7 -30.381 0.934 -22.586
H10 -31.563 5.759 -23.758
K2 -28.703 1.248 -19.650
H11 -28.707 6.256 -27.190
C8 -30.389 4.860 -26.712
C9 -31.831 9.061 -23.714
C10 -31.557 6.824 -23.602
C11 -28.959 5.205 -27.137
H12 -28.468 -1.761 -22.463
H13 -28.682 4.643 -28.028
O2 -28.115 4.629 -26.095
N2 -30.525 -1.243 -22.212
H14 -32.086 10.036 -24.090
K3 -32.858 3.312 -18.852
H15 -32.130 7.823 -25.503
H16 -28.411 3.872 -20.860
O3 -28.999 4.043 -23.917
O4 -30.169 3.673 -19.659
H17 -28.128 0.843 -22.895
O5 -28.321 2.264 -25.415
S1 -28.856 3.551 -25.238

***

A gas-phase ion, C11H17N2 (charge +1). Source: the OMol25 dataset; level of theory: the ωB97M-V functional and the def2-TZVPD basis.

Values from the calculation:
total charge: +1
energy relative to the best compared isomer or geometry (same formula, charge and spin): 184.6 kJ/mol
E_HOMO: -12.6 eV

Atoms and positions in Å:
C1 0.849 -2.728 0.503
H1 -0.987 0.753 -1.766
H2 -2.673 0.386 -1.994
C2 1.330 -1.348 0.114
H3 1.617 3.045 0.312
H4 1.722 -3.389 0.421
C3 -1.806 0.094 -1.466
C4 2.532 1.034 -0.828
C5 1.333 1.115 -0.162
C6 3.192 -0.224 -0.949
N1 -1.114 0.010 2.211
H5 -1.396 -0.875 -1.834
H6 -0.233 -0.215 2.644
C7 0.714 2.490 -0.001
H7 0.159 -3.109 -0.213
C8 2.563 -1.368 -0.517
H8 -4.055 0.040 -0.469
H9 3.135 -2.366 -0.683
H10 3.058 1.987 -1.071
H11 -1.960 0.338 2.771
H12 -0.070 2.559 0.802
C9 0.755 -0.117 0.298
C10 -3.376 0.447 0.317
H13 0.297 2.816 -1.021
H14 0.442 -2.862 1.533
H15 4.139 -0.251 -1.386
C11 -1.009 0.046 0.874
H16 -3.559 -0.017 1.315
N2 -2.046 0.145 -0.021
H17 -3.551 1.564 0.266

***

A gas-phase ion, C11H17N2 (charge +1). Source: the OMol25 dataset; level of theory: the ωB97M-V functional and the def2-TZVPD basis.

Values from the calculation:
total charge: +1
energy relative to the best compared isomer or geometry (same formula, charge and spin): 373.3 kJ/mol
E_HOMO: -12.8 eV

Atoms and positions in Å:
N1 0.500 1.183 0.145
H1 -4.685 -1.594 0.814
H2 2.031 2.066 2.054
C1 1.956 1.386 0.026
H3 -4.808 0.135 0.495
C2 1.451 -1.347 -0.161
C3 2.570 2.221 1.124
C4 -3.000 -0.763 -0.198
H4 2.329 -1.160 1.883
C5 1.354 0.093 0.375
H5 -3.606 0.740 -1.551
C6 -4.129 -0.661 0.774
C7 1.411 -0.997 1.338
H6 2.462 2.607 -1.657
C8 -2.874 -0.005 -1.292
H7 3.612 1.949 1.265
H8 3.619 1.325 -1.318
C9 -2.019 -1.789 0.114
H9 -2.323 -2.551 0.832
H10 2.406 -1.631 -0.583
C10 0.313 -1.950 -0.791
H11 -0.043 1.214 -0.709
H12 0.516 -1.267 1.879
H13 2.519 3.274 0.861
H14 -3.745 -0.457 1.773
H15 2.075 0.936 -2.085
N2 -0.871 -1.881 -0.371
H16 0.476 -2.510 -1.709
H17 -2.058 -0.134 -1.982
C11 2.560 1.570 -1.345

***

C11H17N3O2S3 in the gas phase. Source: the OMol25 dataset; level of theory: the ωB97M-V functional and the def2-TZVPD basis.

Values from the calculation:
energy relative to the best compared isomer or geometry (same formula, charge and spin): 0.0 kJ/mol
E_HOMO: -8.6 eV

Atoms and positions in Å:
H1 1.766 -1.283 -6.161
C1 -2.042 1.268 1.959
H2 -2.050 -0.582 7.466
H3 2.443 2.275 -3.961
H4 0.967 1.201 0.389
H5 0.968 1.706 -4.772
H6 -3.577 1.370 3.447
H7 -0.393 2.357 0.183
S1 1.613 -1.312 -1.678
S2 -0.048 1.032 -2.321
N1 -0.617 0.486 -0.812
C2 -2.127 -0.182 3.933
H8 3.559 -1.530 -3.635
H9 -0.530 -1.609 3.963
H10 1.482 -2.407 -4.864
H11 3.754 -0.390 -4.908
C3 2.991 -0.915 -4.373
C4 -0.147 1.284 0.326
C5 2.014 1.440 -4.543
H12 2.480 1.325 -5.507
O1 -4.250 -0.400 5.722
H13 0.605 -0.773 1.888
C6 1.285 -0.059 -2.672
H14 -0.345 -0.519 -0.685
S3 -2.855 -0.798 5.497
C7 -2.658 0.877 3.159
C8 2.260 -1.831 -5.355
N2 2.110 0.136 -3.767
C9 -0.965 -0.794 3.421
N3 -1.960 0.004 6.667
C10 -0.350 -0.363 2.243
H15 -2.428 0.908 6.814
H16 2.978 -2.517 -5.794
H17 -2.494 2.091 1.436
C11 -0.847 0.715 1.525
O2 -2.592 -2.210 5.771

***

A gas-phase ion, C11H17N4O6 (charge -1). Source: the OMol25 dataset; level of theory: the ωB97M-V functional and the def2-TZVPD basis.

Values from the calculation:
total charge: -1
energy relative to the best compared isomer or geometry (same formula, charge and spin): 0.0 kJ/mol
E_HOMO: -5.7 eV

Atoms and positions in Å:
H1 -2.488 -0.715 -2.864
H2 -3.796 -1.728 -2.393
O1 -1.611 3.703 1.842
H3 2.496 -0.416 0.985
H4 -1.295 1.268 2.917
O2 2.864 -1.256 -1.900
C1 -0.123 -0.385 1.251
C2 -1.864 1.304 2.031
C3 -2.637 -1.105 -0.754
C4 -3.276 -0.824 -2.094
H5 1.901 1.704 -1.194
H6 2.438 -3.823 -1.794
O3 3.735 2.344 1.396
H7 -2.910 1.349 2.343
O4 0.343 -1.127 2.072
N1 -2.218 -0.046 -0.067
H8 0.064 0.801 -0.312
C5 2.718 2.208 0.742
H9 1.564 3.450 1.970
H10 -2.191 0.831 -0.569
C6 -1.599 -0.049 1.294
C7 -1.482 2.599 1.278
H11 0.850 -2.419 0.171
H12 -2.109 -0.862 1.877
N2 0.571 0.162 0.271
N3 1.396 -2.398 -0.685
C8 1.427 -3.610 -1.523
H13 0.965 -4.421 -0.968
C9 2.577 1.237 -0.450
H14 0.803 2.800 0.576
H15 -3.915 0.044 -2.050
C10 2.127 -1.319 -0.928
C11 2.000 -0.094 0.040
H16 0.907 -3.420 -2.466
H17 3.554 1.052 -0.909
N4 1.649 2.945 1.066
O5 -2.473 -2.277 -0.344
O6 -0.963 2.495 0.138

***

C11H17NO3 in the gas phase. Source: the OMol25 dataset; level of theory: the ωB97M-V functional and the def2-TZVPD basis.

Values from the calculation:
energy relative to the best compared isomer or geometry (same formula, charge and spin): 9.1 kJ/mol
E_HOMO: -8.2 eV

Atoms and positions in Å:
C1 -1.808 1.063 0.671
H1 -4.922 -0.767 -1.160
H2 3.515 1.581 1.162
C2 -3.886 -0.474 -1.010
C3 1.993 -0.981 -0.418
C4 2.999 -0.259 0.238
O1 2.300 -2.268 -0.800
C5 -0.861 1.494 -0.471
H3 4.193 -1.722 0.111
H4 -0.013 -0.964 -1.158
N1 -2.070 -0.362 0.613
H5 -1.269 1.104 -1.416
H6 1.529 -2.661 -1.223
H7 -1.341 1.356 1.616
H8 -0.176 3.201 -1.102
C6 0.506 0.900 -0.243
C7 -3.462 -0.750 0.433
H9 -1.681 -0.831 1.421
H10 -3.256 -1.040 -1.692
C8 -3.606 -2.236 0.751
H11 1.298 2.612 0.759
H12 -4.130 -0.179 1.107
C9 2.737 1.036 0.652
H13 -2.946 -2.816 0.112
H14 -4.630 -2.560 0.584
C10 1.498 1.607 0.418
O2 -0.862 2.906 -0.492
H15 -2.731 1.641 0.566
O3 4.214 -0.824 0.468
H16 -3.348 -2.435 1.789
H17 -3.788 0.582 -1.245
C11 0.763 -0.401 -0.659

***

C11H17NO5S in the gas phase. Source: the OMol25 dataset; level of theory: the ωB97M-V functional and the def2-TZVPD basis.

Values from the calculation:
E_HOMO: -8.4 eV

Atoms and positions in Å:
H1 1.698 0.446 -0.894
H2 -0.261 3.732 -0.976
C1 -3.469 1.178 -0.141
H3 1.202 3.634 0.035
H4 -2.389 3.001 -0.259
C2 -4.633 -2.255 0.139
H5 -2.076 -1.890 0.296
H6 4.675 1.449 0.876
S1 0.519 -0.882 0.431
C3 0.152 3.356 -0.035
H7 2.718 -1.159 -2.363
H8 -4.214 -2.551 1.105
C4 -2.197 -0.827 0.168
C5 4.353 0.414 0.982
O1 4.020 -0.027 -0.315
H9 1.939 -2.417 -1.357
H10 -5.679 -2.551 0.091
H11 -4.430 1.654 -0.260
O2 -4.629 -0.853 -0.016
C6 -1.048 -0.064 0.173
C7 -2.313 1.933 -0.139
O3 0.131 1.946 0.009
C8 3.545 -1.360 -0.368
H12 -0.394 3.791 0.806
C9 -3.434 -0.210 0.007
H13 5.174 -0.178 1.404
H14 3.179 -1.676 0.614
H15 4.353 -2.035 -0.685
O4 1.161 -0.319 1.589
C10 -1.072 1.316 0.015
H16 -4.077 -2.748 -0.663
H17 3.485 0.360 1.648
C11 2.377 -1.419 -1.358
N1 1.326 -0.491 -0.989
O5 0.305 -2.301 0.431

***

C11H17NS in the gas phase. Source: the OMol25 dataset; level of theory: the ωB97M-V functional and the def2-TZVPD basis.

Values from the calculation:
energy relative to the best compared isomer or geometry (same formula, charge and spin): 38.7 kJ/mol
E_HOMO: -8.6 eV

Atoms and positions in Å:
H1 -3.787 -0.782 1.340
C1 4.737 1.326 -0.372
H2 5.794 1.676 -0.433
H3 4.288 1.846 0.496
C2 -4.223 -0.219 0.515
H4 -2.101 1.796 0.640
C3 0.865 -1.329 -0.830
H5 2.810 0.214 2.111
H6 0.450 0.053 2.180
H7 -1.635 -0.785 1.453
H8 2.826 -1.691 -1.770
N1 -3.433 -0.318 -0.709
H9 -1.565 -0.160 -1.643
H10 -1.749 -2.003 0.102
C4 0.170 -0.913 0.295
H11 -3.898 0.244 -1.436
C5 2.997 -0.705 0.140
C6 -1.304 -1.006 0.378
H12 0.301 -1.640 -1.699
C7 0.932 -0.367 1.312
H13 -0.602 1.605 -0.397
S1 4.774 -0.465 -0.050
C8 -1.725 1.440 -0.328
C9 2.287 -1.294 -0.896
H14 -4.433 0.780 0.999
C10 -2.033 -0.011 -0.610
C11 2.305 -0.296 1.276
H15 -5.181 -0.672 0.361
H16 4.271 1.567 -1.321
H17 -2.139 2.106 -1.105

***

One value per record, in order, for M: 406.6; 177.3; 177.3; 319.5; 301.3; 211.3; 275.3; 195.3 g mol⁻¹.
One value per record, in order, for electronic energy: -84696.8814; -14655.2461; -14653.2899; -52752.3560; -29933.2786; -19315.3777; -34243.7995; -24007.6189 eV.
One value per record, in order, for E_LUMO: -0.2608; -0.1072; -0.1620; 0.0116; 0.1074; 0.0207; 0.0255; 0.0334 Eh.